The following is a quantum chemistry calculation of a 17-piece molecular cluster, C97H218N10O17 overall at a distorted geometry, from OMol25.

Results
- spin multiplicity = 1
- HOMO (Eh) = -0.306
- orbital gap (eV) = 8.793
- F_max (eV Å⁻¹) = 4.42

Each line ends with the Mulliken charge.
Cartesian coordinates (Å):
C: 2.066 -2.496 6.401  -0.9614
O: 0.997 -2.139 5.627  0.1929
H: 2.149 -3.564 6.699  0.3275
H: 3.040 -2.202 6.110  0.3968
H: 2.016 -2.046 7.399  0.1941
H: 1.403 -1.592 4.916  -0.1261
C: 2.864 1.101 4.421  -0.8123
O: 2.088 0.098 3.873  -0.4106
H: 2.251 1.912 4.890  -0.0217
H: 3.521 0.673 5.178  0.5166
H: 3.490 1.533 3.534  0.2012
H: 1.711 0.363 3.041  -0.0467
C: -5.752 1.453 -2.870  -0.8967
O: -4.714 0.969 -1.994  0.7652
H: -6.706 1.480 -2.322  0.2712
H: -5.530 2.436 -3.255  0.3736
H: -5.912 0.669 -3.672  0.0379
H: -5.046 0.651 -1.168  -0.6046
C: -2.132 3.530 -1.545  0.4823
O: -2.097 2.097 -1.573  1.3813
H: -2.168 4.041 -2.538  0.1130
H: -2.989 3.891 -1.051  -0.6394
H: -1.223 3.857 -1.028  -0.1048
H: -2.883 1.656 -1.928  -0.9405
C: -2.296 2.681 -6.464  -0.5868
O: -3.136 3.055 -5.345  -0.5836
H: -1.609 1.859 -6.157  0.1393
H: -2.994 2.388 -7.242  0.3409
H: -1.644 3.519 -6.844  0.2735
H: -2.522 3.152 -4.610  0.5513
C: -6.274 -1.280 0.685  -0.3494
O: -5.980 0.110 0.517  -0.4178
H: -5.285 -1.678 0.907  -0.0942
H: -7.005 -1.363 1.476  0.5510
H: -6.575 -1.699 -0.307  0.1704
H: -5.900 0.540 1.330  -0.0755
C: -4.881 -0.204 4.163  0.8274
O: -4.764 -0.397 5.576  -0.6315
H: -4.386 0.713 3.886  -0.5178
H: -4.412 -1.002 3.532  -0.2383
H: -5.951 -0.149 4.006  0.4728
H: -3.829 -0.635 5.777  0.1104
C: -4.437 3.132 1.619  0.4279
C: -5.719 4.081 1.543  1.7989
C: -6.829 3.520 2.372  -0.9102
C: -6.521 3.673 3.809  -0.3509
C: -6.337 5.157 4.102  -1.5446
C: -5.164 5.811 3.330  1.7436
N: -5.459 5.484 1.934  0.1158
O: -4.361 5.961 1.174  -0.4240
C: -5.311 7.378 3.484  -1.8758
C: -3.796 5.369 3.926  -1.6314
C: -6.192 4.134 0.088  -2.2590
H: -4.539 2.284 0.939  -0.1762
H: -4.365 2.748 2.624  -0.6058
H: -3.486 3.716 1.390  0.0186
H: -7.820 3.988 2.074  0.4086
H: -7.054 2.459 2.211  0.0083
H: -5.733 3.085 4.292  0.1037
H: -7.371 3.355 4.388  0.5331
H: -6.175 5.370 5.173  0.4751
H: -7.173 5.732 3.635  0.3836
H: -5.520 7.627 4.557  0.3660
H: -4.392 7.847 3.202  0.4103
H: -6.218 7.678 2.893  0.4351
H: -3.029 5.699 3.232  0.4872
H: -3.781 5.931 4.899  0.5208
H: -3.739 4.285 4.123  0.0047
H: -6.498 3.155 -0.218  0.2665
H: -5.371 4.325 -0.571  0.3869
H: -6.999 4.859 0.030  0.5965
H: -4.798 6.561 0.584  0.3488
C: 0.688 7.137 1.245  -2.1089
C: 1.583 6.192 1.996  2.6134
C: 1.579 4.876 1.169  -0.7393
C: 2.657 3.890 1.655  1.7650
C: 3.996 4.538 1.621  -2.0311
C: 4.110 5.762 2.427  2.0605
N: 3.001 6.678 1.950  0.1223
O: 3.080 7.935 2.639  -0.5793
C: 4.037 5.435 3.896  -1.8323
C: 5.426 6.503 2.175  -1.9739
C: 0.954 6.151 3.448  -1.7226
H: 0.377 7.966 1.801  0.4844
H: -0.204 6.575 0.877  0.1962
H: 1.268 7.549 0.359  0.3917
H: 0.644 4.358 1.337  0.0745
H: 1.605 4.987 0.091  -0.5199
H: 2.598 3.033 0.998  -0.4399
H: 2.438 3.561 2.683  -0.0767
H: 4.354 4.805 0.635  0.0398
H: 4.734 3.836 1.984  0.7068
H: 3.277 4.632 4.169  0.1474
H: 4.887 4.814 4.191  0.4293
H: 3.896 6.284 4.558  0.4317
H: 5.389 7.044 1.227  0.4382
H: 5.662 7.209 3.007  0.3501
H: 6.133 5.679 2.104  0.3898
H: 0.689 7.138 3.817  0.3664
H: 1.804 5.772 4.051  0.2314
H: 0.214 5.409 3.427  0.4278
H: 3.147 8.584 1.903  0.3583
C: -0.414 -1.893 8.442  -1.4361
C: -1.420 -0.744 8.563  1.9314
C: -1.480 -0.263 9.985  -1.3258
C: -0.450 0.793 10.424  -0.5680
C: -0.446 1.962 9.420  -1.3548
C: -0.064 1.381 7.964  1.6292
N: -1.173 0.428 7.685  -0.2738
O: -1.171 -0.002 6.360  0.8831
C: -0.272 2.508 6.937  -1.5384
C: 1.426 0.909 7.882  -1.8156
C: -2.748 -1.428 8.188  -1.6099
H: -0.872 -2.791 8.845  0.5543
H: 0.486 -1.736 9.017  0.3396
H: -0.274 -2.248 7.432  -0.1147
H: -2.486 0.226 10.118  0.4184
H: -1.457 -1.112 10.678  0.2894
H: 0.570 0.386 10.554  0.3210
H: -0.786 1.219 11.359  0.4700
H: 0.192 2.742 9.781  0.3479
H: -1.432 2.413 9.214  0.4555
H: -1.185 3.061 7.272  0.3429
H: 0.568 3.200 6.972  0.5220
H: -0.406 2.140 5.882  -0.1159
H: 1.930 1.617 7.281  0.5369
H: 1.930 0.851 8.819  0.3684
H: 1.511 -0.016 7.327  0.2559
H: -2.990 -2.204 8.946  0.4394
H: -2.757 -1.986 7.271  -0.4836
H: -3.532 -0.692 8.154  0.6964
H: -0.516 -0.755 6.247  -0.0259
C: -2.371 0.243 0.839  1.1206
C: -1.228 0.298 1.813  2.9878
C: -1.129 -1.105 2.558  0.4130
C: -0.503 -2.150 1.684  0.7982
C: 0.888 -1.736 1.242  -1.2168
C: 0.848 -0.450 0.429  1.4922
N: 0.168 0.634 1.270  0.6654
O: 0.151 1.741 0.424  2.0707
C: 2.364 0.041 0.212  -0.2186
C: 0.220 -0.720 -0.956  0.2028
C: -1.523 1.371 2.841  -0.9531
H: -3.255 0.479 1.511  -0.8099
H: -2.443 -0.772 0.453  -1.0715
H: -2.294 0.922 0.003  0.1410
H: -0.666 -0.941 3.505  -0.0197
H: -2.157 -1.459 2.718  -0.5381
H: -1.055 -2.259 0.831  -1.0812
H: -0.400 -3.180 2.092  0.7332
H: 1.427 -2.503 0.714  0.6027
H: 1.411 -1.569 2.146  0.0515
H: 3.030 -0.841 0.094  0.0664
H: 2.499 0.545 -0.761  -0.6210
H: 2.767 0.688 0.979  -0.2345
H: -0.827 -0.915 -0.950  -0.8940
H: 0.479 0.147 -1.629  -0.3058
H: 0.618 -1.666 -1.368  -0.2456
H: -2.300 1.046 3.525  -0.4565
H: -1.788 2.327 2.378  -0.5135
H: -0.644 1.468 3.512  -0.0647
H: -0.236 1.508 -0.410  -1.1637
C: 0.725 -0.601 -7.116  -1.1527
C: 1.877 -0.737 -6.020  1.4312
C: 2.761 -2.031 -6.008  0.7540
C: 3.455 -2.285 -7.290  -1.6236
C: 4.478 -1.150 -7.463  -1.3303
C: 3.912 0.285 -7.354  1.9290
N: 2.972 0.333 -6.203  1.5418
O: 2.288 1.546 -6.231  -0.5079
C: 4.967 1.375 -7.232  -1.8748
C: 3.300 0.626 -8.720  -2.3472
C: 1.250 -0.653 -4.612  0.1691
H: -0.043 -0.014 -6.672  -0.1446
H: 0.294 -1.531 -7.427  0.2632
H: 1.160 -0.102 -7.953  0.2692
H: 3.403 -2.018 -5.133  -0.6372
H: 2.178 -2.934 -5.848  -0.3632
H: 2.792 -2.366 -8.144  0.3464
H: 4.045 -3.140 -7.176  0.7101
H: 5.028 -1.253 -8.390  0.6285
H: 5.293 -1.302 -6.655  0.0758
H: 5.966 1.285 -7.628  0.4158
H: 4.538 2.252 -7.638  0.5704
H: 5.048 1.651 -6.196  0.2043
H: 2.739 1.523 -8.639  0.4882
H: 4.172 0.833 -9.368  0.5394
H: 2.721 -0.139 -9.257  0.3563
H: 2.114 -0.628 -3.965  -0.3173
H: 0.680 -1.554 -4.485  -0.2478
H: 0.732 0.267 -4.257  -0.2010
H: 2.565 2.147 -5.502  -0.2495
C: 7.381 -1.971 0.265  -1.7365
C: 7.989 -2.160 -1.119  1.5430
C: 7.608 -3.464 -1.778  -1.8503
C: 6.129 -3.583 -2.008  0.1592
C: 5.672 -2.575 -2.980  -0.0729
C: 6.129 -1.148 -2.592  1.7956
N: 7.529 -1.189 -2.106  0.0653
O: 7.752 0.115 -1.550  -0.5222
C: 6.135 -0.245 -3.870  -1.4270
C: 5.100 -0.507 -1.618  -0.5078
C: 9.507 -2.023 -0.841  -1.7553
H: 6.384 -1.758 0.276  0.2987
H: 7.898 -1.112 0.662  0.5011
H: 7.550 -2.817 0.915  0.3804
H: 8.094 -3.559 -2.804  0.2369
H: 7.993 -4.194 -1.098  0.6332
H: 5.499 -3.572 -1.075  0.1143
H: 5.935 -4.579 -2.391  0.2834
H: 4.555 -2.521 -3.062  -1.4464
H: 6.084 -2.853 -3.923  0.7406
H: 6.448 0.782 -3.546  0.4783
H: 6.962 -0.562 -4.517  0.6254
H: 5.174 -0.259 -4.384  -0.4212
H: 4.220 -0.303 -2.207  0.1255
H: 4.957 -1.285 -0.858  -0.2773
H: 5.560 0.372 -1.168  0.4559
H: 9.583 -0.948 -0.512  0.3701
H: 10.004 -2.207 -1.780  0.4428
H: 9.739 -2.754 -0.067  0.3500
H: 8.185 0.583 -2.232  0.3675
C: -4.239 -3.608 5.130  -1.8973
C: -3.262 -4.727 5.068  1.8821
C: -3.888 -6.045 5.448  -1.1533
C: -4.763 -6.617 4.370  -0.8334
C: -4.202 -6.705 3.038  -1.1858
C: -3.498 -5.393 2.585  1.2001
N: -2.663 -4.987 3.715  -0.2305
O: -1.954 -3.814 3.348  0.0590
C: -2.495 -5.686 1.432  -1.6709
C: -4.514 -4.371 1.940  -0.7686
C: -2.042 -4.492 6.039  -1.8402
H: -3.952 -2.747 4.541  -0.2668
H: -4.321 -3.351 6.203  0.6957
H: -5.220 -3.851 4.825  0.5301
H: -3.006 -6.698 5.664  0.4252
H: -4.423 -6.058 6.426  0.3131
H: -5.622 -5.923 4.319  0.2778
H: -5.222 -7.528 4.757  0.4944
H: -4.837 -7.007 2.240  0.4210
H: -3.337 -7.481 3.057  0.3336
H: -3.110 -6.051 0.656  0.5846
H: -2.126 -4.686 1.126  -0.0495
H: -1.690 -6.401 1.752  0.4692
H: -4.899 -4.917 1.055  0.6025
H: -5.375 -4.098 2.602  0.2144
H: -3.967 -3.454 1.629  -0.3391
H: -1.517 -3.563 5.755  0.0895
H: -1.263 -5.251 5.988  0.4264
H: -2.491 -4.423 7.029  0.6681
H: -1.101 -3.974 3.689  0.2342
C: -0.047 3.078 -4.141  -1.3285
C: 1.141 3.908 -3.598  1.4972
C: 1.662 3.205 -2.392  0.6488
C: 3.092 3.574 -1.995  -0.3935
C: 4.067 3.508 -3.123  -2.1345
C: 3.507 4.498 -4.176  2.3237
N: 2.175 3.922 -4.588  1.7422
O: 1.691 4.583 -5.717  -0.6967
C: 3.409 5.975 -3.863  -2.1428
C: 4.440 4.306 -5.373  -1.6416
C: 0.556 5.304 -3.311  -1.4432
H: -0.648 3.610 -4.876  0.8496
H: -0.650 2.646 -3.321  0.3998
H: 0.343 2.260 -4.749  -0.7770
H: 1.066 3.380 -1.528  -0.3484
H: 1.588 2.090 -2.439  -0.8466
H: 3.286 2.982 -1.116  0.9068
H: 3.147 4.657 -1.684  -0.5133
H: 4.177 2.579 -3.712  -0.0091
H: 5.008 3.876 -2.835  0.8700
H: 2.851 6.481 -4.636  0.3885
H: 3.024 6.239 -2.889  0.2215
H: 4.437 6.282 -3.856  0.5113
H: 4.241 3.310 -5.821  -0.0183
H: 4.380 5.070 -6.106  0.4543
H: 5.492 4.242 -4.923  0.3538
H: -0.566 5.171 -3.170  0.1356
H: 0.764 5.986 -4.119  0.4333
H: 0.934 5.879 -2.422  -0.0422
H: 2.151 4.077 -6.436  0.3557
C: 2.114 -7.022 -5.397  -1.9878
C: 2.220 -6.038 -4.265  2.3073
C: 0.999 -5.114 -4.330  -2.3560
C: 0.824 -4.263 -3.038  1.6036
C: 0.773 -5.226 -1.880  -1.4351
C: 1.994 -6.121 -1.781  2.5651
N: 2.074 -6.779 -3.054  -0.0015
O: 3.225 -7.624 -2.963  -0.4807
C: 3.220 -5.227 -1.390  -2.1696
C: 1.810 -7.169 -0.670  -2.2607
C: 3.550 -5.229 -4.409  -1.2057
H: 3.040 -7.550 -5.585  0.4537
H: 1.725 -6.637 -6.347  0.3486
H: 1.406 -7.815 -5.093  0.4595
H: 1.098 -4.496 -5.226  0.1764
H: 0.090 -5.668 -4.509  0.7171
H: -0.065 -3.669 -3.089  -0.1791
H: 1.679 -3.628 -2.968  -0.6537
H: -0.027 -5.928 -2.073  0.5600
H: 0.563 -4.747 -0.903  -0.1650
H: 3.258 -4.341 -1.955  0.0449
H: 3.223 -4.907 -0.353  0.7094
H: 4.122 -5.732 -1.621  0.6620
H: 1.570 -6.811 0.305  0.4000
H: 0.972 -7.882 -0.802  0.3896
H: 2.770 -7.699 -0.596  0.4435
H: 3.421 -4.173 -4.209  -0.2359
H: 3.800 -5.273 -5.453  0.7042
H: 4.325 -5.685 -3.800  0.3005
H: 2.909 -8.505 -3.228  0.3748
C: -4.709 -4.778 -3.819  -1.9219
C: -4.862 -3.289 -3.313  1.6891
C: -4.231 -2.986 -1.998  -0.1060
C: -2.730 -2.929 -2.068  0.2047
C: -2.407 -1.692 -3.029  -0.0868
C: -3.059 -1.874 -4.469  1.7931
N: -4.473 -2.217 -4.272  1.0546
O: -4.916 -2.476 -5.591  -0.6319
C: -3.028 -0.443 -5.062  -0.9368
C: -2.379 -2.936 -5.398  -1.4150
C: -6.438 -2.999 -3.220  -1.8487
H: -5.313 -5.409 -3.135  0.4478
H: -3.678 -5.185 -3.771  0.2609
H: -5.015 -4.855 -4.824  0.4795
H: -4.554 -1.953 -1.706  -1.1351
H: -4.579 -3.750 -1.344  0.7589
H: -2.358 -3.878 -2.415  0.1995
H: -2.399 -2.881 -1.028  -0.9142
H: -1.323 -1.493 -3.228  0.0111
H: -2.851 -0.779 -2.598  -0.1462
H: -1.992 0.008 -5.042  -0.5153
H: -3.339 -0.413 -6.154  0.6619
H: -3.687 0.243 -4.477  -0.0543
H: -1.291 -2.851 -5.227  -0.0450
H: -2.705 -3.931 -5.104  0.2524
H: -2.669 -2.808 -6.430  0.4551
H: -6.770 -3.064 -4.241  0.5893
H: -6.654 -1.989 -2.929  0.1715
H: -6.887 -3.783 -2.619  0.4089
H: -5.436 -1.691 -5.793  0.3710